1.
35
Properties=species:S:1:pos:R:3:nbo_charge:R:1 method="wB97M-V/def2-TZVPD" gap_ev=9.162 relative_energy_kcal_mol=0.00 smiles=Cc1cc(OCCCn2ccnc2)cc(C)c1Cl
C -2.4704 0.0674 3.2074 -0.63
C -1.9945 0.6920 1.9338 0.01
C -1.4789 -0.0920 0.9090 -0.33
C -1.0339 0.4888 -0.2706 0.40
O -0.5057 -0.1920 -1.3255 -0.53
C -0.2924 -1.5831 -1.2044 -0.08
C 0.5184 -2.0366 -2.4160 -0.42
C 1.8718 -1.3159 -2.4853 -0.21
N 2.6726 -1.5709 -1.3204 -0.35
C 2.7433 -0.7965 -0.1958 -0.11
C 3.5509 -1.4681 0.6755 -0.10
N 3.9703 -2.6328 0.1156 -0.45
C 3.4280 -2.6668 -1.0693 0.16
C -1.1135 1.8718 -0.4258 -0.28
C -1.6246 2.6779 0.5744 0.00
C -1.7078 4.1619 0.4056 -0.63
C -2.0580 2.0673 1.7497 -0.07
Cl -2.6995 3.0573 3.0217 -0.01
H -1.9074 0.4609 4.0528 0.23
H -3.5205 0.3039 3.3743 0.23
H -2.3523 -1.0122 3.1782 0.21
H -1.4375 -1.1599 1.0528 0.22
H -1.2526 -2.1161 -1.1752 0.18
H 0.2610 -1.8061 -0.2824 0.19
H -0.0397 -1.8137 -3.3255 0.22
H 0.6717 -3.1146 -2.3496 0.21
H 1.6972 -0.2401 -2.5582 0.22
H 2.4177 -1.6500 -3.3723 0.21
H 2.2324 0.1418 -0.1192 0.22
H 3.8573 -1.1889 1.6633 0.21
H 3.5614 -3.4569 -1.7816 0.19
H -0.7667 2.3044 -1.3511 0.22
H -1.3293 4.4607 -0.5677 0.22
H -2.7404 4.4947 0.5016 0.23
H -1.1283 4.6625 1.1803 0.23

=====

2.
125
Properties=species:S:1:pos:R:3:mulliken_charge:R:1 method="wB97M-V/def2-TZVPD" gap_ev=7.813 total_charge=+1 relative_energy_kcal_mol=35.64
Y -0.2910 0.0054 -0.3706 -1.17
C -0.0269 4.1488 0.7059 -1.87
C -1.1456 3.1455 0.8577 1.27
C -1.1411 2.3532 2.0208 1.10
C -0.0053 2.5396 3.0028 -1.98
C -2.2467 1.5493 2.3270 1.57
C -2.2986 0.8139 3.6363 -0.83
C -3.3363 1.4991 1.4491 1.15
C -4.5615 0.6946 1.8092 -2.49
C -3.3112 2.2327 0.2601 1.72
C -4.4842 2.1472 -0.6860 -2.91
C -2.2358 3.0913 -0.0240 1.40
C -2.3466 3.9935 -1.2293 -2.47
H 0.9609 3.6810 0.7384 0.06
H -0.0534 4.8634 1.5326 0.56
H -0.0861 4.7188 -0.2134 0.10
H 0.9714 2.5181 2.5164 0.16
H 0.0046 1.7947 3.7901 0.37
H -0.0839 3.5179 3.4850 0.37
H -2.6154 1.4804 4.4446 0.53
H -1.3267 0.4120 3.9032 -0.61
H -2.9921 -0.0215 3.6015 -0.58
H -4.4290 -0.3629 1.5658 0.32
H -5.4409 1.0447 1.2775 0.51
H -4.7841 0.7664 2.8721 0.46
H -5.3218 2.7521 -0.3280 0.46
H -4.8376 1.1209 -0.7779 0.57
H -4.2289 2.4878 -1.6828 0.48
H -2.2297 3.4296 -2.1578 0.15
H -1.6159 4.7949 -1.2348 0.49
H -3.3313 4.4594 -1.2622 0.56
O 1.4860 -0.1932 -1.6757 0.11
N 1.9268 -1.3211 -2.1213 -1.61
N 1.3494 -2.2870 -1.5628 1.11
O 0.4561 -2.0713 -0.6247 1.12
C 1.7980 -3.6330 -1.8106 0.43
C 2.4294 -3.9263 -3.0083 -0.95
C 2.8798 -5.2193 -3.2158 -0.56
C 2.6966 -6.1924 -2.2420 -0.74
C 2.0586 -5.8753 -1.0514 -1.07
C 1.6001 -4.5866 -0.8272 -0.30
H 2.5556 -3.1594 -3.7586 0.62
H 3.3700 -5.4685 -4.1464 0.42
H 3.0496 -7.1996 -2.4136 0.43
H 1.9159 -6.6332 -0.2933 0.46
H 1.1025 -4.3155 0.0941 0.84
F 0.4523 8.5032 -3.8770 -0.34
C 0.5664 7.2170 -3.5092 0.10
C 1.3589 6.9021 -2.4229 -0.74
C 1.4677 5.5705 -2.0475 -0.40
C 0.7936 4.5730 -2.7495 0.58
C 0.0087 4.9296 -3.8431 -0.55
C -0.1107 6.2548 -4.2327 -0.60
Sb 0.9455 2.5294 -2.1494 1.46
C 1.1709 1.6831 -4.0817 0.94
C 2.4017 1.2334 -4.5499 -0.63
C 2.5054 0.6330 -5.7963 -0.84
C 1.3612 0.4841 -6.5558 0.17
F 1.4568 -0.1020 -7.7614 -0.35
C 0.1222 0.9052 -6.1164 -0.88
C 0.0343 1.5018 -4.8669 -0.27
C 2.9486 2.6120 -1.4445 0.30
C 3.9735 3.2250 -2.1631 -0.40
C 5.2695 3.2570 -1.6698 -0.90
C 5.5249 2.6738 -0.4432 0.09
F 6.7777 2.6965 0.0379 -0.34
C 4.5360 2.0692 0.3091 -0.89
C 3.2503 2.0452 -0.2088 -0.27
H 1.8794 7.6876 -1.8928 0.48
H 2.0934 5.3188 -1.1997 0.46
H -0.5117 4.1726 -4.4175 0.31
H -0.7119 6.5462 -5.0827 0.50
H 3.2921 1.3326 -3.9420 0.41
H 3.4528 0.2801 -6.1803 0.49
H -0.7492 0.7546 -6.7383 0.50
H -0.9425 1.8000 -4.5030 0.34
H 3.7626 3.6918 -3.1184 0.61
H 6.0755 3.7255 -2.2176 0.50
H 4.7793 1.6347 1.2691 0.59
H 2.4669 1.5732 0.3846 0.16
C -0.7707 -4.2569 4.8743 -1.14
Si -1.4711 -2.5683 4.4807 0.94
C -0.8631 -1.4005 5.8097 -1.32
C -3.3320 -2.7244 4.5800 -1.27
Sb -0.6901 -1.9413 2.0680 -0.19
Si -2.0629 -3.7899 0.8223 1.03
C -1.7348 -4.0298 -0.9949 -0.73
C -3.7909 -3.0935 0.9491 -0.64
C -1.9277 -5.4508 1.6682 -1.41
Si 1.8579 -2.0186 2.5838 0.84
C 2.0829 -0.3308 3.3812 -0.28
C 3.0299 -2.0019 1.1278 -0.42
C 2.4095 -3.3628 3.7552 -1.25
H -1.3591 -4.6669 5.7003 0.47
H 0.2656 -4.2095 5.2025 0.35
H -0.8312 -4.9542 4.0446 0.15
H -0.9758 -1.9275 6.7616 0.49
H -1.4490 -0.4857 5.8729 0.37
H 0.1890 -1.1392 5.7126 0.37
H -3.5904 -2.8467 5.6357 0.48
H -3.6742 -3.6186 4.0583 0.34
H -3.8887 -1.8685 4.2003 0.27
H -1.6804 -3.0973 -1.5513 -0.13
H -2.5934 -4.5919 -1.3761 0.61
H -0.8398 -4.6109 -1.2011 0.22
H -3.8948 -2.2650 0.2463 -0.14
H -4.0639 -2.7436 1.9403 0.18
H -4.5046 -3.8676 0.6538 0.51
H -0.8934 -5.7730 1.7974 0.36
H -2.4314 -6.1875 1.0367 0.44
H -2.4171 -5.4610 2.6411 0.37
H 2.0178 0.4639 2.6315 -0.48
H 3.0783 -0.2754 3.8303 0.59
H 1.3523 -0.1080 4.1569 0.03
H 2.8326 -1.1910 0.4240 -0.33
H 3.0639 -2.9424 0.5830 0.22
H 4.0285 -1.8315 1.5407 0.59
H 2.0644 -3.1762 4.7704 0.31
H 3.5023 -3.3658 3.7735 0.42
H 2.0724 -4.3551 3.4528 0.37
F -1.0855 -0.8311 -2.5360 -0.43
B -2.3885 -0.2898 -2.2963 0.33
F -2.2790 1.0777 -2.4763 -0.22
F -3.3905 -0.9172 -2.9172 -0.21
F -2.4788 -0.4783 -0.8096 -0.44

=====

3.
117
Properties=species:S:1:pos:R:3:mulliken_charge:R:1 method="wB97M-V/def2-TZVPD" gap_ev=9.115 relative_energy_kcal_mol=0.00 smiles=COCCNCCOC.COCCNCCOC.COCCNCCOC.COCCNCCOC.CCO.O.O.O.O
C 0.7002 -1.9770 -5.6992 -0.46
O -0.5652 -1.4149 -5.4378 -0.36
C -1.1456 -1.8917 -4.2531 -0.09
C -2.2929 -0.9453 -3.9064 -1.06
N -2.9982 -1.3829 -2.7191 -0.03
C -3.9768 -0.3796 -2.2807 -0.45
C -4.8800 -0.9205 -1.2228 -0.55
O -5.8103 0.0843 -0.8913 -0.19
C -6.6924 -0.3248 0.1135 -0.70
H 1.3535 -1.9590 -4.8129 0.01
H 1.1618 -1.4152 -6.5019 0.26
H 0.5904 -3.0491 -5.9203 0.30
H -0.3950 -2.0465 -3.4697 0.12
H -1.6173 -2.8872 -4.3922 0.39
H -2.9005 -0.8281 -4.8136 0.49
H -1.8521 0.0329 -3.6888 0.42
H -3.4065 -2.2943 -2.8957 0.28
H -4.6190 -0.0447 -3.1053 0.26
H -3.3760 0.4501 -1.9071 0.10
H -4.3760 -1.3066 -0.3213 0.36
H -5.4102 -1.8242 -1.5802 0.35
H -7.1356 -1.3057 -0.1040 0.34
H -7.4953 0.4011 0.2294 0.22
H -6.1874 -0.4039 1.0899 0.18
C 0.7736 3.8693 -0.7472 -0.76
O -0.5766 3.9188 -0.3538 -0.32
C -0.7334 3.7862 1.0480 -0.24
C -2.1733 4.0568 1.3887 -0.82
N -3.0674 2.9931 0.9654 0.25
C -4.4834 3.2440 1.2866 -0.44
C -5.1262 4.3757 0.5006 -0.72
O -5.3588 3.9379 -0.8225 -0.26
C -6.6940 4.0520 -1.2557 -0.81
H 1.3110 4.8010 -0.5244 0.38
H 0.8538 3.6832 -1.8160 0.25
H 1.2912 3.0580 -0.2153 0.21
H -0.1596 4.5970 1.5273 0.44
H -0.3455 2.8148 1.3759 0.05
H -2.3683 5.0390 0.9278 0.23
H -2.2894 4.1579 2.4707 0.44
H -3.0525 2.9340 -0.0519 0.07
H -4.5879 3.4073 2.3634 0.57
H -5.0215 2.3320 1.0144 0.00
H -4.5303 5.2947 0.5014 0.30
H -6.0683 4.6572 0.9930 0.44
H -6.9749 5.0951 -1.4382 0.33
H -7.3748 3.5918 -0.5313 0.33
H -6.7747 3.5145 -2.1998 0.22
C 3.0826 -2.4488 8.4719 -0.78
O 2.1672 -1.7734 7.6439 -0.30
C 0.8972 -1.6297 8.2406 -0.43
C -0.0585 -1.0552 7.2234 -0.92
N -0.1136 -1.7936 5.9780 -0.18
C -0.9989 -2.9544 5.9991 -0.65
C -0.8871 -3.7001 4.6760 -0.18
O 0.4361 -4.1928 4.5894 -0.33
C 0.7586 -4.6465 3.3002 -0.71
H 2.8968 -3.5282 8.4471 0.31
H 3.0728 -2.0732 9.4999 0.31
H 4.0782 -2.2659 8.0656 0.24
H 0.9553 -0.9848 9.1302 0.43
H 0.5375 -2.6107 8.5891 0.30
H 0.1472 -0.0036 7.0071 0.36
H -1.0574 -1.0560 7.6735 0.36
H 0.8081 -2.1089 5.7011 0.30
H -2.0270 -2.6107 6.1244 0.41
H -0.7238 -3.6834 6.7776 0.29
H -1.0882 -3.0189 3.8447 0.01
H -1.5981 -4.5337 4.7370 0.39
H 1.5627 -5.3898 3.3606 0.25
H 1.1805 -3.8496 2.6758 0.22
H -0.0665 -5.1573 2.7968 0.34
C 6.2802 -0.1023 -2.9304 -0.62
O 4.9374 0.2262 -3.2165 -0.29
C 4.0561 0.0157 -2.1158 -0.64
C 2.6581 0.1574 -2.6597 -0.37
N 1.6976 -0.4650 -1.7705 0.62
C 0.3918 0.1538 -1.7799 -0.79
C -0.5070 -0.3841 -0.6981 -0.27
O 0.1925 -0.2753 0.5214 0.02
C -0.6171 -0.5007 1.6556 -0.91
H 6.7481 -0.1331 -3.9157 0.10
H 6.3814 -1.0949 -2.4747 0.32
H 6.7755 0.6375 -2.2943 0.28
H 4.2926 0.7406 -1.3278 0.30
H 4.2269 -0.9927 -1.7164 0.39
H 2.7132 -0.3316 -3.6349 0.13
H 2.4336 1.2259 -2.7765 0.18
H 2.0332 -0.4821 -0.8132 0.12
H -0.1039 0.0923 -2.7463 0.57
H 0.4907 1.2276 -1.5394 -0.36
H -0.8752 -1.4031 -0.8630 0.39
H -1.3961 0.2608 -0.6383 -0.02
H -0.9074 -1.5487 1.7437 0.27
H -1.4824 0.1689 1.7411 0.23
H -0.0323 -0.1627 2.5175 0.34
C 6.5160 0.4526 -8.0166 -1.02
C 7.9508 0.5269 -7.6155 -0.17
O 7.9929 0.9736 -6.2481 -0.51
H 6.0318 1.4117 -7.8329 0.28
H 5.9771 -0.2659 -7.3949 0.25
H 6.4031 0.1627 -9.0605 0.35
H 8.5139 1.2322 -8.2399 0.28
H 8.5008 -0.4189 -7.6725 0.28
H 8.9156 1.1216 -6.0228 0.28
O 2.0463 -3.3163 -1.9441 -0.68
H 1.8125 -2.3804 -2.1003 0.16
H 2.2861 -3.6705 -2.8040 0.30
O 4.6989 2.4562 1.9222 -0.65
H 3.9061 2.0890 1.5093 0.35
H 4.5151 2.4336 2.8644 0.29
O -3.7567 0.4583 2.8107 -0.60
H -3.7838 1.2015 2.1931 0.17
H -4.2276 -0.2477 2.3600 0.27
O 2.9431 0.2592 1.2419 -0.64
H 1.9854 0.1308 1.2697 0.38
H 3.2805 -0.1494 2.0437 0.28

=====

4.
7
Properties=species:S:1:pos:R:3:nbo_charge:R:1 method="wB97M-V/def2-TZVPD" gap_ev="7.507 / 8.304" relative_energy_kcal_mol=52.06
N 0.0234 -1.2161 -0.3748 -0.59
O -0.9083 0.0176 3.5023 -0.97
P -0.5138 -1.1171 2.6856 1.46
Cl 1.6038 -1.0197 -0.4761 0.27
Cl -1.1932 -2.8948 3.4743 -0.25
Cl 1.4477 -0.9093 2.4503 -0.24
H -0.2832 -2.1440 -0.0389 0.33

=====

5.
70
Properties=species:S:1:pos:R:3:nbo_charge:R:1 method="wB97M-V/def2-TZVPD" gap_ev=5.556 total_charge=-1
N 3.0424 -1.6048 -0.2716 -1.15
B 3.5737 -1.7870 -1.6244 0.79
O 3.0723 -0.9573 -2.6270 -0.93
P 4.9845 -3.1082 -2.0174 0.32
C 6.5156 -4.3198 -2.2708 0.34
F 7.1041 -4.0885 -3.4946 -0.37
F 6.1502 -5.6434 -2.2440 -0.36
C 7.5578 -4.0716 -1.1657 0.49
F 8.0288 -5.2400 -0.6121 -0.36
F 8.6508 -3.4046 -1.6538 -0.35
H 3.1830 -2.4539 0.2668 0.38
H 3.5791 -0.8764 0.1899 0.38
H 3.8041 -0.5288 -3.0734 0.49
H 5.0854 -2.6698 -3.4223 -0.17
H 4.0384 -4.1924 -2.4302 -0.18
H 4.9689 -3.6253 -0.5962 -0.22
H 6.0534 -2.0500 -1.6506 -0.24
H 7.1227 -3.4680 -0.3691 0.15
O 0.7252 3.5577 3.1814 -1.11
P 1.9326 3.4428 2.3568 2.56
O 2.0500 4.5785 1.2428 -0.80
C 1.7574 5.9368 1.5743 -0.07
C 2.8507 6.5786 2.4060 -0.64
O 1.8841 2.1808 1.3985 -0.82
C 0.7514 1.3041 1.3489 -0.07
C -0.2167 1.7261 0.2661 -0.63
O 3.4116 3.2475 2.8833 -0.80
C 3.8481 3.4585 4.2411 -0.05
C 2.8982 2.9073 5.2852 -0.65
H 0.7961 5.9926 2.0903 0.19
H 1.6531 6.4580 0.6232 0.19
H 2.8742 6.1547 3.4122 0.20
H 2.6785 7.6514 2.5004 0.21
H 3.8261 6.4145 1.9470 0.22
H 0.2613 1.2536 2.3219 0.18
H 1.1402 0.3106 1.1241 0.21
H -0.4881 2.7794 0.3598 0.21
H -1.1245 1.1221 0.3088 0.21
H 0.2392 1.5994 -0.7170 0.22
H 4.0248 4.5249 4.3992 0.17
H 4.8132 2.9602 4.3118 0.19
H 1.9498 3.4413 5.2856 0.24
H 3.3439 3.0025 6.2763 0.21
H 2.6874 1.8547 5.0939 0.22
O -5.7889 -1.2792 -2.7534 -1.11
P -5.4637 -1.4128 -1.3304 2.56
O -6.4922 -0.6602 -0.3713 -0.81
C -7.8977 -0.7719 -0.6076 -0.07
C -8.4459 -2.1276 -0.2079 -0.64
O -4.1533 -0.5982 -0.9454 -0.82
C -3.4384 0.1764 -1.9123 -0.06
C -3.9079 1.6147 -1.9141 -0.63
O -5.1080 -2.7487 -0.5666 -0.80
C -5.3471 -4.0841 -1.0636 -0.05
C -4.9960 -4.2678 -2.5256 -0.65
H -8.1135 -0.5618 -1.6576 0.19
H -8.3615 0.0129 -0.0110 0.18
H -8.0924 -2.9066 -0.8868 0.20
H -9.5358 -2.1240 -0.2440 0.22
H -8.1249 -2.3876 0.8012 0.22
H -3.5200 -0.2731 -2.9018 0.19
H -2.3867 0.1376 -1.6285 0.19
H -4.9902 1.6902 -2.0288 0.21
H -3.4345 2.1710 -2.7242 0.21
H -3.6497 2.0940 -0.9683 0.21
H -6.3884 -4.3541 -0.8741 0.17
H -4.7301 -4.7332 -0.4454 0.19
H -5.6507 -3.6852 -3.1712 0.24
H -5.0950 -5.3188 -2.7991 0.22
H -3.9706 -3.9506 -2.7173 0.22

=====

6.
70
Properties=species:S:1:pos:R:3:nbo_charge:R:1 method="wB97M-V/def2-TZVPD" gap_ev=8.937 smiles=FC(F)(F)C(F)(F)C(F)(F)C(F)(F)C(F)(F)C(F)(F)C(F)(F)C(F)(F)CCc1cccc2nccnc12.Fc1ccccc1.Fc1ccccc1
F -1.7959 3.1528 0.8521 -0.31
C -2.4212 2.1282 0.2300 0.92
F -1.4890 1.2190 -0.0275 -0.29
F -2.9493 2.6420 -0.8702 -0.29
C -3.5166 1.6339 1.2146 0.56
F -2.9838 1.3533 2.4059 -0.29
F -4.3185 2.7066 1.4231 -0.30
C -4.4618 0.5022 0.7101 0.58
F -5.2781 0.2436 1.7602 -0.30
F -5.2722 0.9393 -0.2566 -0.28
C -3.7765 -0.8704 0.3545 0.59
F -2.6594 -1.0514 1.0768 -0.30
F -4.6361 -1.8281 0.7636 -0.29
C -3.5798 -1.1240 -1.1776 0.58
F -3.2305 0.0013 -1.8243 -0.30
F -4.8144 -1.4271 -1.6377 -0.29
C -2.6677 -2.3475 -1.5407 0.59
F -3.2346 -2.9768 -2.5796 -0.29
F -2.6843 -3.2621 -0.5445 -0.30
C -1.1737 -2.0266 -1.8105 0.58
F -0.5482 -3.2279 -1.8812 -0.31
F -0.6113 -1.3914 -0.7698 -0.30
C -0.8409 -1.2270 -3.1145 0.64
F -0.5891 0.0628 -2.7089 -0.34
F -1.8783 -1.1404 -3.9805 -0.32
C 0.4007 -1.7074 -3.8637 -0.46
C 1.1401 -0.5931 -4.6437 -0.41
C 0.2855 0.2429 -5.5794 -0.03
C 0.3199 1.5762 -5.4204 -0.18
C -0.4373 2.4494 -6.2464 -0.20
C -1.1916 1.9146 -7.2170 -0.19
C -1.2784 0.5236 -7.4109 0.09
N -2.0777 0.0697 -8.4204 -0.34
C -2.1046 -1.2324 -8.5045 0.00
C -1.3550 -2.0925 -7.6689 0.01
N -0.5524 -1.6872 -6.7215 -0.39
C -0.5404 -0.3274 -6.5883 0.16
H 1.1420 -2.1606 -3.1959 0.23
H 0.1030 -2.5139 -4.5398 0.26
H 2.0054 -1.0477 -5.1397 0.23
H 1.5615 0.0746 -3.8843 0.22
H 0.9475 1.9882 -4.6350 0.21
H -0.3982 3.5209 -6.0859 0.22
H -1.7558 2.5680 -7.8772 0.23
H -2.7280 -1.6733 -9.2814 0.20
H -1.4290 -3.1660 -7.8432 0.20
F 1.1653 0.8097 7.7554 -0.33
C 0.6893 0.8482 6.4948 0.40
C -0.6708 0.7392 6.2837 -0.29
C -1.1566 0.7843 4.9846 -0.18
C -0.2788 0.9274 3.9178 -0.23
C 1.0862 1.0306 4.1492 -0.19
C 1.5750 0.9961 5.4469 -0.29
H -1.3372 0.6206 7.1280 0.23
H -2.2207 0.7073 4.8051 0.22
H -0.6586 0.9580 2.9065 0.22
H 1.7713 1.1378 3.3184 0.22
H 2.6345 1.0838 5.6488 0.23
F 7.7229 1.1097 4.7613 -0.32
C 7.0595 0.5524 5.7919 0.40
C 7.6295 -0.5105 6.4639 -0.29
C 6.9457 -1.0799 7.5286 -0.19
C 5.7015 -0.5880 7.9001 -0.23
C 5.1415 0.4785 7.2101 -0.19
C 5.8258 1.0582 6.1511 -0.29
H 8.5966 -0.8844 6.1541 0.23
H 7.3841 -1.9088 8.0685 0.22
H 5.1682 -1.0367 8.7281 0.22
H 4.1698 0.8594 7.4977 0.22
H 5.4101 1.8961 5.6058 0.23